21
Properties=species:S:1:pos:R:3:mulliken_charge:R:1 method="wB97M-V/def2-TZVPD" charge=+1 multiplicity=1 total_energy_ha=-382.74661 homo_lumo_gap_ev=10.3 largest_force_ev_per_a=5.9
C 0.12956 -0.58661 2.74781 -0.91
N 0.65858 -1.22733 1.41864 -0.45
C 1.68838 -0.42415 0.67297 -0.63
C 1.05041 0.68063 -0.25594 -0.63
C 0.05058 -0.05390 -1.16058 -0.22
N -1.20232 -0.53236 -0.29687 -0.35
C -0.65482 1.01897 -2.12913 -0.14
O -1.72359 1.42649 -1.74856 -0.45
H -0.75562 -1.08637 3.05478 0.34
H -0.08014 0.49106 2.59294 0.32
H 0.85912 -0.58823 3.55617 0.36
H 1.00341 -2.16363 1.66460 0.25
H 2.43860 0.19026 1.30892 0.29
H 2.43947 -1.07672 0.13025 0.46
H 0.58713 1.47593 0.49018 0.22
H 1.64052 1.17265 -1.04268 0.41
H 0.61186 -0.91751 -1.42664 0.51
H -0.95840 -1.21694 0.54465 0.40
H -1.69860 0.30289 -0.04382 0.35
H -1.84578 -0.87624 -1.00107 0.34
H -0.23135 1.38914 -2.94286 0.55